Record 1
Below is the molecule C3H3NO2 in a non-equilibrium geometry, with properties calculated with wB97M-V/def2-TZVPD.

Each line ends with the natural charge from an NBO analysis.
Cartesian coordinates (Å):
O  0.188  1.390  -1.088  -0.6232
C  0.258  0.308  -0.293  0.1236
C  -0.875  -0.151  0.344  0.1781
O  -2.050  0.175  0.398  -0.6034
C  1.537  -0.311  -0.144  0.1962
N  2.560  -0.839  -0.003  -0.2597
H  -0.739  1.681  -1.100  0.5074
H  -0.353  -0.857  1.315  0.2397
H  -0.528  -1.395  0.571  0.2414

Forces on the atoms, in the same order (eV/Å):
O -0.1 0.0 0.0
C -0.2 -0.1 0.2
C 0.0 0.2 -0.1
O 0.3 -0.1 0.0
C 0.8 -0.5 0.2
N -1.0 0.5 -0.1
H 0.1 0.0 0.0
H 0.0 0.0 0.0
H 0.0 0.0 0.0

Maximum force, eV/Å: 1.125
Frontier orbital gap (alpha / beta), eV: 8.643 / 8.642
LUMO level (alpha / beta), eV: -0.4 / -0.4

---

Record 2
Below is the ion C3H8NS with charge -1 in a non-equilibrium geometry, with properties calculated with wB97M-V/def2-TZVPD.

Each line ends with the natural charge from an NBO analysis.
Cartesian coordinates (Å):
C  0.037  0.264  0.531  -0.4241
C  1.297  1.175  0.197  -0.5376
S  0.935  2.235  -1.226  -0.7166
C  -0.266  -0.717  -0.569  -0.2559
N  -1.370  -1.611  -0.103  -0.8572
H  -0.766  0.970  0.776  0.2072
H  0.233  -0.411  1.489  0.1501
H  2.226  0.587  0.193  0.1709
H  1.344  1.991  0.989  0.1876
H  0.590  -1.485  -0.921  0.1616
H  -0.396  -0.058  -1.539  0.2362
H  -1.693  -1.305  0.789  0.3384
H  -2.173  -1.634  -0.605  0.3393

Forces on the atoms, in the same order (eV/Å):
C 2.8 -0.8 1.7
C -1.5 1.0 1.6
S 0.2 -0.1 -0.8
C 0.3 -0.7 -2.5
N 2.6 0.1 1.2
H -0.2 -0.5 -0.4
H -0.2 1.4 -1.4
H -0.2 0.1 -0.2
H 0.3 -1.5 -0.3
H -1.2 2.0 1.3
H -0.5 -1.4 1.8
H 0.2 0.3 0.8
H -2.6 0.1 -2.6

Total charge: -1
SMILES string: NCCC[S-]
Maximum force, eV/Å: 3.626
Frontier orbital gap, eV: 6.539
LUMO level, eV: 4.3

---

Record 3
Below is the molecule C26H25F3N2O in a non-equilibrium geometry, with properties calculated with wB97M-V/def2-TZVPD.

Each line ends with the natural charge from an NBO analysis.
Cartesian coordinates (Å):
F  2.927  -4.597  1.637  -0.3158
C  2.192  -3.503  1.378  0.9815
F  2.593  -2.437  2.169  -0.3257
F  2.333  -3.110  0.034  -0.3355
C  0.745  -3.818  1.564  -0.2174
C  -0.035  -2.613  1.270  0.3667
O  0.575  -1.548  0.806  -0.5312
C  -1.432  -2.714  1.340  -0.3021
C  -2.075  -3.948  1.456  -0.1813
C  -1.300  -5.087  1.624  -0.2717
C  0.119  -5.093  1.675  -0.1638
H  -2.005  -1.816  1.206  0.2117
H  -3.168  -3.965  1.342  0.2208
H  -1.862  -6.036  1.692  0.2128
H  0.754  -6.019  1.823  0.2394
C  -3.061  0.690  -5.340  -0.3929
N  -2.601  -0.374  -4.474  -0.4102
C  -2.681  -1.753  -4.836  -0.1920
C  -2.034  -2.494  -3.647  -0.4285
C  -1.567  -1.438  -2.687  -0.0734
C  -1.993  -0.228  -3.252  0.2032
C  -1.734  0.966  -2.532  -0.3211
C  -1.153  0.949  -1.271  -0.1213
C  -0.633  -0.231  -0.752  -0.1666
C  -0.165  -0.141  0.682  0.1176
C  0.897  0.953  0.893  -0.1277
C  1.414  1.015  2.187  -0.1076
C  1.919  2.211  2.715  -0.0796
C  1.996  3.333  1.894  0.2013
N  2.411  4.468  2.590  -0.4164
C  2.570  5.820  2.080  -0.3960
C  2.700  4.152  3.970  -0.1894
C  2.363  2.635  4.067  -0.4294
C  1.618  3.212  0.540  -0.2937
C  1.235  1.999  -0.044  -0.1633
C  -0.799  -1.420  -1.511  -0.1096
H  -2.682  1.639  -4.977  0.2115
H  -2.721  0.507  -6.358  0.1963
H  -4.151  0.721  -5.350  0.1880
H  -3.712  -2.077  -4.938  0.1824
H  -2.145  -1.990  -5.750  0.1829
H  -2.750  -3.143  -3.138  0.2187
H  -1.210  -3.136  -3.959  0.2210
H  -2.083  1.915  -2.918  0.2022
H  -1.117  1.872  -0.657  0.2151
H  -0.900  -0.301  1.485  0.2083
H  1.323  0.173  2.878  0.2132
H  2.076  5.869  1.104  0.2093
H  2.142  6.582  2.769  0.1986
H  3.643  6.074  1.960  0.1878
H  3.757  4.318  4.216  0.1799
H  2.117  4.721  4.708  0.1843
H  1.571  2.476  4.806  0.2184
H  3.255  2.072  4.326  0.2231
H  1.768  4.090  -0.065  0.2038
H  1.125  1.989  -1.175  0.2438
H  -0.368  -2.389  -1.258  0.2196

Forces on the atoms, in the same order (eV/Å):
F 0.6 0.9 -0.3
C -0.9 0.3 -0.6
F 0.2 -1.8 -1.0
F 1.1 -0.9 1.9
C -1.4 1.3 -0.8
C -1.1 -2.2 0.5
O 0.5 2.1 0.6
C 0.1 -0.3 0.0
C 0.8 0.8 0.1
C -0.1 -1.7 0.0
C 0.3 1.4 0.3
H -0.3 0.1 -0.2
H 0.6 -0.3 0.3
H 0.6 0.4 0.0
H -1.1 1.3 -0.2
C 0.0 -0.7 0.5
N 0.3 0.9 0.3
C 0.1 -0.8 0.5
C 0.4 -1.2 0.5
C 0.5 1.5 0.0
C 0.6 1.6 1.3
C -0.8 -0.1 -0.7
C -0.3 0.0 -0.2
C -1.3 0.2 0.1
C 2.7 -3.1 -1.5
C -0.3 -0.4 -0.5
C -0.1 1.3 1.2
C -0.1 0.0 -1.3
C -0.7 0.1 -0.7
N -0.4 0.3 -0.3
C 0.2 -0.4 0.1
C 0.2 -0.8 0.1
C 0.2 -0.2 0.9
C 1.3 0.2 0.0
C -0.8 0.1 0.8
C -0.6 -0.5 -0.7
H 0.1 0.1 -0.1
H 0.1 0.1 -0.1
H -0.2 0.2 -0.1
H -0.3 -0.1 -0.3
H 0.0 0.2 -0.4
H 0.0 0.0 -0.1
H 0.0 -0.1 -0.1
H 0.0 0.0 -0.1
H -0.1 -0.7 -0.7
H 0.1 1.1 -0.4
H -0.3 0.1 -0.3
H 0.1 0.3 0.2
H 0.0 -0.6 -0.4
H -0.4 -0.1 -0.1
H 0.0 0.1 -0.1
H -0.1 0.1 -0.4
H 0.3 -0.2 0.1
H 0.0 -0.1 0.5
H 0.0 0.0 -0.5
H -0.2 -0.3 1.9
H -0.1 0.4 0.5

SMILES string: CN1CCc2cc(C(Oc3ccccc3C(F)(F)F)c3ccc4c(c3)CCN4C)ccc21
Maximum force, eV/Å: 4.401
Frontier orbital gap, eV: 7.934
LUMO level, eV: 0.8

---

Record 4
Below is a structure of composition C18H29OPbSi in a non-equilibrium geometry, with properties calculated with wB97M-V/def2-TZVPD.

Each line ends with the natural charge from an NBO analysis.
Cartesian coordinates (Å):
Pb  0.043  -0.627  -0.125  1.4701
C  -0.099  -3.178  1.722  -0.3753
C  -0.020  -2.044  2.588  -0.3816
C  -1.248  -1.357  2.560  -0.3850
H  0.863  -1.828  3.236  0.2020
C  -2.109  -2.030  1.679  -0.3428
C  -1.454  -3.160  1.141  -0.3397
H  -1.846  -3.909  0.484  0.2065
H  0.638  -3.933  1.561  0.1995
H  -1.518  -0.470  3.204  0.2078
H  -3.193  -1.776  1.475  0.2073
C  0.158  -1.183  -3.195  -0.3715
C  -0.630  -2.269  -2.812  -0.3537
C  -1.918  -1.772  -2.406  -0.3290
H  -0.382  -3.343  -2.858  0.2057
C  -1.861  -0.302  -2.571  -0.3661
C  -0.561  0.006  -3.058  -0.3894
H  -0.234  1.036  -3.350  0.2097
H  1.221  -1.259  -3.651  0.1967
H  -2.775  -2.320  -2.105  0.2043
H  -2.695  0.358  -2.415  0.2017
O  0.294  1.212  0.557  -1.0722
C  -2.146  3.023  0.577  0.0946
C  -1.035  3.423  1.547  -0.4798
C  -3.016  1.831  0.960  -0.6853
C  -1.919  3.335  -0.896  -0.6816
C  0.220  2.313  1.379  -0.0170
H  -1.354  3.393  2.621  0.2035
H  -0.618  4.445  1.338  0.1984
H  1.135  2.903  1.140  0.1397
H  0.438  1.916  2.390  0.1472
H  -3.993  2.326  1.164  0.2084
H  -2.691  1.245  1.865  0.2276
H  -3.193  1.039  0.165  0.2321
H  -2.473  4.289  -1.021  0.2054
H  -2.356  2.597  -1.633  0.2254
H  -0.842  3.461  -1.235  0.2194
C  3.347  -2.279  -0.718  -1.1495
Si  2.798  -0.605  -0.124  1.2016
C  3.378  -0.199  1.599  -1.1423
C  3.127  0.768  -1.345  -1.1433
H  3.042  -3.063  -0.010  0.2513
H  4.444  -2.276  -0.800  0.2219
H  2.911  -2.520  -1.698  0.2568
H  4.464  -0.019  1.563  0.2227
H  2.873  0.699  1.986  0.2556
H  3.173  -1.033  2.285  0.2498
H  4.215  0.928  -1.386  0.2197
H  2.761  0.509  -2.349  0.2553
H  2.633  1.700  -1.028  0.2571

Forces on the atoms, in the same order (eV/Å):
Pb -1.8 -3.4 -1.0
C -2.6 1.0 -0.4
C 1.2 -0.6 0.1
C -0.1 1.3 0.9
H -0.9 0.0 -0.6
C -1.6 -0.4 -0.7
C 2.3 0.5 1.5
H -0.2 -0.1 -0.3
H 0.4 -0.3 -0.1
H 0.4 -1.1 -0.9
H 1.5 -0.2 0.2
C 2.6 -0.3 -1.1
C -1.7 -0.6 0.4
C 2.0 2.4 -1.0
H 0.1 0.8 0.1
C 0.5 -2.5 0.2
C -0.6 1.6 0.1
H -0.2 -1.1 0.3
H -1.9 0.1 0.9
H -0.4 -0.4 0.3
H 0.0 0.2 0.1
O -0.7 3.4 0.3
C 1.6 -1.2 0.1
C 0.3 -1.3 -0.9
C -0.5 -0.1 -0.1
C -0.2 0.1 -0.4
C 1.4 0.9 1.5
H 0.1 -0.1 -0.9
H -0.4 -0.9 0.0
H -0.5 0.3 0.1
H -0.4 0.4 0.1
H 0.1 -0.8 0.2
H -0.2 0.9 -0.7
H 0.4 1.1 0.6
H 0.5 -0.2 -0.6
H 0.3 0.6 1.1
H -1.1 0.0 0.8
C 0.3 -0.3 -0.1
Si -0.6 0.0 -0.1
C 0.2 0.0 0.2
C 0.3 0.2 -0.1
H 0.1 0.2 -0.2
H -0.1 -0.2 -0.1
H 0.1 0.1 0.2
H -0.2 0.0 0.2
H 0.2 -0.3 -0.2
H 0.1 0.2 -0.2
H -0.2 0.1 -0.1
H 0.1 0.0 0.3
H 0.2 -0.3 0.0

Total charge: -1
Maximum force, eV/Å: 3.945
Frontier orbital gap (alpha / beta), eV: 5.770 / 6.452
LUMO level (alpha / beta), eV: 2.0 / 3.0

---

Record 5
Below is a structure of composition C26H37N2O3PPtS2Te in a non-equilibrium geometry, with properties calculated with wB97M-V/def2-TZVPD.

Each line ends with the Löwdin spin population.
Cartesian coordinates (Å):
Pt  -0.291  -1.064  -0.214  0.4689
S  -1.451  0.718  -1.284  0.5555
C  -3.092  0.094  -1.103  0.2883
N  -4.029  0.455  -2.006  0.2801
C  -5.339  -0.186  -1.895  0.0192
C  -5.729  -0.238  -0.438  0.0118
N  -4.688  -0.936  0.323  0.1484
C  -5.157  -1.965  1.275  0.0145
C  -5.738  -3.162  0.553  0.0081
C  -7.030  -3.586  0.825  0.0018
C  -7.566  -4.682  0.157  0.0003
C  -6.814  -5.350  -0.794  0.0009
C  -5.516  -4.931  -1.071  0.0000
C  -4.982  -3.840  -0.400  0.0008
C  -3.414  -0.725  0.006  0.1514
S  -2.165  -1.420  1.002  0.1126
C  -3.809  1.384  -3.122  0.0294
C  -3.988  0.684  -4.451  0.0185
C  -3.226  -0.449  -4.738  0.0358
C  -3.359  -1.096  -5.957  0.0142
C  -4.269  -0.621  -6.897  0.0002
C  -5.042  0.492  -6.608  0.0147
C  -4.907  1.141  -5.384  0.0034
H  -5.282  -1.201  -2.298  0.0081
H  -6.058  0.378  -2.483  0.0013
H  -6.659  -0.793  -0.333  0.0008
H  -5.876  0.767  -0.035  0.0031
H  -5.918  -1.507  1.905  0.0034
H  -4.335  -2.256  1.920  0.0009
H  -7.624  -3.067  1.572  0.0001
H  -8.572  -5.011  0.384  0.0001
H  -7.235  -6.198  -1.322  0.0000
H  -4.921  -5.461  -1.806  0.0000
H  -3.962  -3.520  -0.607  0.0005
H  -2.801  1.774  -3.036  0.0055
H  -4.493  2.228  -3.027  0.0092
H  -2.556  -0.855  -3.980  0.0127
H  -2.765  -1.977  -6.173  0.0000
H  -4.378  -1.125  -7.850  -0.0002
H  -5.758  0.859  -7.333  0.0008
H  -5.513  2.014  -5.164  0.0002
C  3.672  -2.779  -5.425  0.0011
C  2.313  -2.218  -5.112  0.0109
O  2.243  -1.987  -3.655  0.0040
P  1.038  -1.364  -2.904  0.0682
O  1.446  -1.034  -1.492  0.0343
Te  0.034  0.545  -4.043  1.2998
O  -0.178  -2.346  -3.050  0.0292
C  -0.001  -3.822  -2.911  0.0027
C  -1.069  -4.376  -2.007  0.0027
H  3.746  -2.951  -6.499  0.0000
H  3.828  -3.726  -4.909  0.0004
H  4.455  -2.082  -5.128  0.0001
H  1.517  -2.908  -5.387  0.0001
H  2.152  -1.266  -5.619  0.0119
H  0.996  -4.036  -2.538  0.0001
H  -0.093  -4.226  -3.915  0.0000
H  -1.017  -3.944  -1.012  0.0031
H  -0.924  -5.454  -1.918  0.0002
H  -2.062  -4.192  -2.419  0.0002
C  0.383  0.414  3.029  0.0043
C  0.585  -1.074  2.773  0.0242
C  1.669  -1.651  3.705  0.0189
C  1.035  -1.348  1.363  0.2010
H  0.018  0.580  4.043  0.0004
H  -0.341  0.847  2.334  0.0007
H  1.329  0.953  2.919  0.0001
H  -0.341  -1.612  2.984  0.0025
H  2.645  -1.204  3.491  0.0001
H  1.755  -2.735  3.603  0.0002
H  1.414  -1.425  4.742  0.0033
H  1.267  -2.404  1.158  0.0428
H  1.853  -0.700  1.050  0.0069

Forces on the atoms, in the same order (eV/Å):
Pt -0.2 0.1 -0.1
S 0.4 -0.1 0.3
C -0.1 0.0 -0.2
N 0.0 0.2 0.1
C 0.1 0.0 0.0
C 0.0 0.0 0.1
N -0.5 -0.2 0.0
C 0.0 0.0 -0.1
C 0.0 0.1 -0.1
C -0.1 0.0 0.1
C -0.1 0.0 0.1
C 0.1 0.0 -0.1
C 0.0 0.0 0.0
C 0.1 -0.1 -0.1
C 0.3 0.1 -0.1
S 0.1 0.0 0.0
C -0.1 -0.4 -0.1
C 0.0 0.1 0.1
C 0.1 -0.1 0.0
C 0.0 0.0 0.0
C 0.0 -0.1 0.0
C 0.0 0.0 0.0
C 0.1 0.1 0.0
H 0.0 0.0 -0.1
H 0.0 0.1 0.0
H 0.0 -0.1 0.0
H 0.0 0.0 0.0
H 0.0 0.1 0.0
H 0.1 0.0 0.0
H 0.0 0.0 -0.1
H 0.0 0.0 0.0
H 0.0 0.0 0.1
H 0.0 0.0 0.0
H -0.1 0.0 0.0
H 0.1 0.1 0.1
H -0.1 0.0 0.0
H -0.1 0.0 0.0
H 0.0 0.0 0.0
H 0.0 0.0 0.1
H 0.0 0.0 0.0
H 0.0 0.0 0.0
C 0.1 0.0 0.1
C 0.0 -0.1 0.0
O 0.2 0.5 -0.2
P 0.3 -0.9 0.3
O -0.3 0.0 -0.4
Te -0.2 0.3 0.0
O -0.1 -0.2 0.0
C -0.2 -0.1 0.0
C -0.1 0.1 -0.1
H 0.0 0.0 0.0
H 0.0 0.0 0.0
H 0.0 0.0 0.0
H -0.1 0.0 0.1
H 0.0 0.1 0.1
H 0.1 0.1 0.1
H 0.0 0.1 -0.1
H 0.0 0.1 0.1
H 0.0 0.0 0.0
H 0.0 0.0 0.0
C 0.0 0.0 0.0
C 0.2 -0.1 0.0
C 0.0 0.0 0.0
C -0.2 0.2 0.1
H 0.0 0.0 0.0
H 0.0 0.0 0.0
H -0.1 0.0 0.0
H 0.0 0.0 0.0
H -0.1 0.0 0.0
H 0.0 0.1 0.0
H 0.0 0.0 0.0
H -0.1 0.0 -0.1
H 0.1 0.0 0.0

Total charge: +2
Expectation value of S²: 6.02
Multiplicity: 5
Maximum force, eV/Å: 1.021
Frontier orbital gap (alpha / beta), eV: 6.945 / 4.623
LUMO level (alpha / beta), eV: -5.7 / -9.1